No. 1
The following is a quantum chemistry calculation of a molecular structure, C23H26Cl3IrN5OSiTe, from the Open Molecules 2025 dataset.

Structure (XYZ):
```
61
Properties=species:S:1:pos:R:3
Ir 0.40430 0.43087 0.56338
Te 1.77593 -1.23436 2.77254
Cl -0.47419 2.38144 3.60876
Cl -2.13204 -0.40016 3.20153
Cl -2.74726 2.14821 1.21439
Si -1.24684 1.14622 2.15337
O -0.06139 -2.85965 1.96881
N 1.72625 3.26263 1.03459
N 3.12567 -0.07235 -2.83569
N 1.43270 0.36614 -1.16949
N 4.13619 -2.13327 -3.77459
N -0.48616 -1.21492 0.51256
C 2.87874 -0.01056 6.77398
C 2.89529 -2.94365 2.34822
C 3.63934 -1.19045 -3.33599
C -1.88646 -3.22560 0.45680
C 3.51949 -2.08128 0.00634
C 4.89964 0.04385 5.50108
C 4.22863 -0.35242 4.34579
C 5.01331 0.61128 7.95310
C 2.85475 -0.56995 4.46211
C 4.28956 -4.24949 0.93458
C 5.15010 -6.50287 1.64010
C 3.55622 -3.08520 1.12753
C 4.35685 -5.25085 1.89481
C 1.22310 2.24207 0.87392
C 2.90506 -3.93653 3.33715
C 2.25216 0.10057 -1.98421
C 4.25410 0.20795 6.71840
C 3.65465 -5.07728 3.08259
C 2.15285 -0.40139 5.65986
C -0.76276 -2.44954 1.04737
C 5.01596 -0.48548 3.06553
C 0.66830 -0.63891 5.77312
C 2.13698 -3.84372 4.63159
H 6.15299 -6.26166 1.28751
H 3.21902 -1.08231 0.32251
H 2.55122 -3.08330 5.29637
H 4.67073 -7.10888 0.86956
H 2.16994 -4.79574 5.15704
H 4.45030 -0.15705 2.18987
H 0.32396 -0.43724 6.78530
H -1.61146 -3.54966 -0.54881
H 5.23773 -7.11030 2.53888
H 1.08105 -3.61435 4.46044
H 5.96507 0.23548 5.43491
H -2.08946 -4.08962 1.08231
H 5.32658 -1.51628 2.88768
H 4.54175 1.46752 8.43622
H -2.76998 -2.59210 0.37139
H 6.04406 0.87335 7.72240
H 4.82336 -4.37151 -0.00236
H 3.68283 -5.85799 3.83417
H 0.39998 -1.67259 5.53818
H 2.14824 4.15236 1.20746
H 2.81751 -2.40673 -0.76516
H 5.02921 -0.20305 8.67923
H 4.49895 -1.99835 -0.46400
H 5.91170 0.13075 3.11938
H 0.09980 0.01289 5.10447
H 2.35590 0.12603 7.71425
```

Calculated values
Net charge   +1
⟨S²⟩   6.029
Multiplicity   5
Energy above the lowest of the compared OMol25 structures with the same formula, charge and spin   2.2 kcal/mol
HOMO (alpha / beta)   -11.7 / -11.7 eV

Charges per atom according to Löwdin partitioning, unit e: atom 1 (Ir): 0.94, atom 2 (Te): 1.78, atom 3 (Cl): 0.27, atom 4 (Cl): 0.30, atom 5 (Cl): 0.28, atom 6 (Si): -0.84, atom 7 (O): -0.09, atom 8 (N): 0.23, atom 9 (N): 0.13, atom 10 (N): -0.08, atom 11 (N): 0.13, atom 12 (N): -0.10, atom 13 (C): 0.01, atom 14 (C): -0.37, atom 15 (C): -0.35, atom 16 (C): 0.02, atom 17 (C): -0.07, atom 18 (C): 0.00, atom 19 (C): -0.28, atom 20 (C): -0.03, atom 21 (C): -0.37, atom 22 (C): 0.01, atom 23 (C): -0.03, atom 24 (C): -0.29, atom 25 (C): -0.23, atom 26 (C): -0.32, atom 27 (C): -0.28, atom 28 (C): -0.34, atom 29 (C): -0.24, atom 30 (C): 0.01, atom 31 (C): -0.31, atom 32 (C): -0.64, atom 33 (C): -0.04, atom 34 (C): -0.07, atom 35 (C): -0.05, atom 36 (H): 0.09, atom 37 (H): 0.01, atom 38 (H): 0.08, atom 39 (H): 0.09, atom 40 (H): 0.09, atom 41 (H): 0.06, atom 42 (H): 0.09, atom 43 (H): 0.10, atom 44 (H): 0.08, atom 45 (H): 0.07, atom 46 (H): 0.13, atom 47 (H): 0.10, atom 48 (H): 0.09, atom 49 (H): 0.09, atom 50 (H): 0.10, atom 51 (H): 0.08, atom 52 (H): 0.14, atom 53 (H): 0.13, atom 54 (H): 0.07, atom 55 (H): 0.13, atom 56 (H): 0.09, atom 57 (H): 0.09, atom 58 (H): 0.10, atom 59 (H): 0.09, atom 60 (H): 0.01, atom 61 (H): 0.13

No. 2
The following is a quantum chemistry calculation of a molecular structure, C23H26Cl5FeGe2O2, from the Open Molecules 2025 dataset.

Structure (XYZ):
```
59
Properties=species:S:1:pos:R:3
Ge -2.24868 1.00769 -0.19219
Ge -1.29556 -0.97972 -1.87399
Fe -0.33970 -0.72374 0.47796
Cl 1.09209 -2.92351 0.39795
Cl 6.39775 0.29424 0.74432
Cl 3.63302 1.76047 0.86248
Cl 6.50665 -2.80881 0.41791
Cl 3.82255 -4.43724 0.23608
O 1.35907 -0.05071 0.65455
O -1.27272 -0.98844 3.51357
C -2.60172 0.13474 -2.74894
C -5.33640 4.11591 -2.26671
C -2.94712 -3.22714 -2.70040
C -0.95333 -0.89557 2.44372
C 0.33744 -0.97635 -4.22316
C 2.60430 -2.05444 0.47265
C -3.48516 0.79888 1.32870
C -1.27741 3.75095 0.38392
C 3.81095 -2.73253 0.40954
C -6.29215 2.32195 -3.54628
C 4.94748 -0.60537 0.63700
C 2.52863 -0.66618 0.60790
C 3.72624 0.05485 0.69394
C -4.73612 1.66849 1.16923
C -0.80756 2.30837 0.18508
C -4.23487 1.96787 -2.33165
C -1.92767 -2.84085 -1.62556
C -6.33488 3.63643 -3.10291
C 0.49338 -0.91719 -2.70035
C -3.12463 1.07237 -1.94663
C -4.30039 3.28294 -1.87732
C -5.25030 1.49280 -3.16356
C 4.99678 -1.99983 0.49233
H -3.83424 -2.59503 -2.65226
H -3.26632 -4.26170 -2.57159
H -5.38505 1.54728 2.03716
H -3.76975 -0.25148 1.42340
H -5.30628 1.39445 0.28222
H -0.07013 2.24182 -0.61621
H -5.23049 0.46202 -3.49491
H -2.52715 -3.13391 -3.70315
H -1.61266 4.19316 -0.55310
H -2.92509 0.01836 -3.78079
H -4.48880 2.72734 1.08658
H -0.22201 -0.12020 -4.60132
H -1.04805 -3.48664 -1.67012
H 1.01734 -0.00991 -2.39535
H -2.94187 1.07238 2.23612
H -5.36779 5.13885 -1.91583
H -3.52918 3.66115 -1.21805
H -0.45148 4.36075 0.75133
H 1.06727 -1.76849 -2.32999
H 1.31595 -0.97135 -4.70423
H -2.08798 3.82752 1.11084
H -7.14894 4.28351 -3.40048
H -2.36718 -2.96222 -0.63245
H -7.07658 1.94027 -4.18614
H -0.30072 1.96349 1.09216
H -0.17907 -1.88318 -4.54374
```

Calculated values
Net charge   +1
⟨S²⟩   6.025
Multiplicity   5
HOMO (alpha / beta)   -11.2 / -11.3 eV

Charges per atom according to Löwdin partitioning, unit e: atom 1 (Ge): 0.94, atom 2 (Ge): 0.86, atom 3 (Fe): 0.44, atom 4 (Cl): 0.79, atom 5 (Cl): 0.73, atom 6 (Cl): 0.75, atom 7 (Cl): 0.72, atom 8 (Cl): 0.73, atom 9 (O): -0.26, atom 10 (O): 0.21, atom 11 (C): -0.22, atom 12 (C): -0.06, atom 13 (C): -0.16, atom 14 (C): 0.00, atom 15 (C): -0.16, atom 16 (C): -0.55, atom 17 (C): -0.36, atom 18 (C): -0.15, atom 19 (C): -0.70, atom 20 (C): -0.06, atom 21 (C): -0.69, atom 22 (C): -0.43, atom 23 (C): -0.61, atom 24 (C): -0.15, atom 25 (C): -0.35, atom 26 (C): -0.26, atom 27 (C): -0.37, atom 28 (C): -0.07, atom 29 (C): -0.35, atom 30 (C): -0.34, atom 31 (C): -0.05, atom 32 (C): -0.03, atom 33 (C): -0.70, atom 34 (H): 0.07, atom 35 (H): 0.08, atom 36 (H): 0.08, atom 37 (H): 0.06, atom 38 (H): 0.07, atom 39 (H): 0.07, atom 40 (H): 0.11, atom 41 (H): 0.07, atom 42 (H): 0.06, atom 43 (H): 0.08, atom 44 (H): 0.06, atom 45 (H): 0.07, atom 46 (H): 0.05, atom 47 (H): 0.07, atom 48 (H): 0.06, atom 49 (H): 0.11, atom 50 (H): 0.08, atom 51 (H): 0.08, atom 52 (H): 0.05, atom 53 (H): 0.08, atom 54 (H): 0.07, atom 55 (H): 0.11, atom 56 (H): 0.05, atom 57 (H): 0.11, atom 58 (H): 0.05, atom 59 (H): 0.07

No. 3
The following is a quantum chemistry calculation of a molecular structure, C23H26F5IrNOSSi, from the Open Molecules 2025 dataset.

Structure (XYZ):
```
59
Properties=species:S:1:pos:R:3
Ir -0.08931 -0.14263 0.40988
S -1.30190 2.89256 3.53036
Si 0.02266 -2.71053 -1.82724
F -0.46551 3.00818 -1.29366
F -5.68100 2.19572 -2.57572
F -4.22427 0.13337 -1.66541
F -1.95846 5.05030 -2.17761
F -4.58735 4.68315 -2.84568
O -1.58301 0.46458 -1.02362
N 0.99425 1.50704 0.57716
C -4.38971 2.39062 -2.25155
C -0.25738 -3.93080 -0.40849
C 0.92654 -1.14158 1.90158
C 0.64900 2.42633 1.51329
C -2.27067 1.46556 -1.43003
C -1.66458 -2.33940 -2.56696
C -3.63123 1.33504 -1.78829
C -2.25550 0.63782 2.75206
C 3.40620 -0.96243 1.42285
C 2.54220 -2.81550 2.85460
C 1.37012 3.61342 1.63560
C 2.23392 -1.90245 1.66828
C -3.84481 3.65471 -2.38515
C 2.00399 1.76295 -0.26610
C -0.51270 2.02627 2.25976
C -2.47198 1.64636 3.64087
C 2.73994 2.92440 -0.19548
C 0.87489 -1.16961 -1.25833
C -2.51620 3.83308 -2.04649
C -1.76009 2.77501 -1.58601
C -1.10285 0.82958 1.91853
C 2.42139 3.86316 0.78051
C 0.99878 -3.66582 -3.13469
H 1.08031 -0.49745 2.78259
H 4.33663 -1.51023 1.24492
H 3.22310 -0.32341 0.56194
H 2.18128 0.99465 -1.00604
H 1.73875 -3.53842 3.01427
H -3.27140 1.72801 4.36168
H 1.07892 4.32986 2.39171
H 1.92493 -1.43412 -1.06417
H 1.14693 -3.04821 -4.02482
H 0.87498 -0.48729 -2.12533
H -1.58942 -1.58810 -3.35669
H -2.90941 -0.22228 2.68414
H -0.81960 -4.80381 -0.75327
H 3.56283 -0.31557 2.29315
H 2.64399 -2.22753 3.77286
H 3.47419 -3.37086 2.71018
H -2.35875 -1.94084 -1.82606
H 2.12156 -2.53664 0.78604
H 3.54013 3.08166 -0.90428
H 0.68996 -4.28551 0.00512
H 1.98693 -3.94279 -2.75795
H -2.08891 -3.25152 -2.99937
H -0.81946 -3.47493 0.41061
H 0.17313 -1.87983 2.23778
H 2.98038 4.78643 0.86252
H 0.48261 -4.57972 -3.44030
```

Calculated values
Net charge   -1
Multiplicity   1
Energy above the lowest of the compared OMol25 structures with the same formula, charge and spin   9.6 kcal/mol
HOMO   -4.4 eV

Charges per atom according to Löwdin partitioning, unit e: atom 1 (Ir): 1.26, atom 2 (S): 0.98, atom 3 (Si): 0.38, atom 4 (F): 0.09, atom 5 (F): 0.09, atom 6 (F): 0.09, atom 7 (F): 0.09, atom 8 (F): 0.08, atom 9 (O): -0.19, atom 10 (N): -0.06, atom 11 (C): -0.16, atom 12 (C): -0.20, atom 13 (C): -0.31, atom 14 (C): -0.27, atom 15 (C): -0.29, atom 16 (C): -0.20, atom 17 (C): -0.14, atom 18 (C): -0.19, atom 19 (C): -0.09, atom 20 (C): -0.10, atom 21 (C): -0.02, atom 22 (C): -0.52, atom 23 (C): -0.17, atom 24 (C): -0.12, atom 25 (C): -0.55, atom 26 (C): -0.44, atom 27 (C): -0.06, atom 28 (C): -0.42, atom 29 (C): -0.16, atom 30 (C): -0.13, atom 31 (C): -0.31, atom 32 (C): -0.07, atom 33 (C): -0.20, atom 34 (H): 0.06, atom 35 (H): 0.07, atom 36 (H): 0.04, atom 37 (H): 0.10, atom 38 (H): 0.07, atom 39 (H): 0.05, atom 40 (H): 0.10, atom 41 (H): -0.02, atom 42 (H): 0.02, atom 43 (H): 0.00, atom 44 (H): 0.03, atom 45 (H): 0.09, atom 46 (H): 0.02, atom 47 (H): 0.08, atom 48 (H): 0.07, atom 49 (H): 0.07, atom 50 (H): 0.01, atom 51 (H): 0.09, atom 52 (H): 0.10, atom 53 (H): 0.02, atom 54 (H): 0.02, atom 55 (H): 0.02, atom 56 (H): 0.02, atom 57 (H): 0.05, atom 58 (H): 0.10, atom 59 (H): 0.02

Number 1: calculated total energy -89342.258 eV. Number 2: calculated total energy -238391.960 eV. Number 3: calculated total energy -62950.752 eV.